Record 1
ORCA calculation (ωB97M-V/def2-TZVPD) on an isolated ion of composition CH2NO4S and charge -1 in a non-equilibrium geometry.

Structure (ORCA input):
```
! wB97M-V def2-TZVPD RIJCOSX def2/J DEFGRID3
* xyz -1 1
N -0.05 -0.60 0.34
S 1.77 -0.20 0.24
O 2.52 -1.18 1.04
O 2.06 -0.39 -1.19
C 1.57 1.73 1.08
O 1.04 2.35 0.20
O 2.05 1.60 2.14
H -0.53 -0.11 -0.33
H -0.42 -0.34 1.24
*
```

HOMO-LUMO gap = 8.349 eV
HOMO energy = -0.161 Ha
Energy above the lowest of the compared OMol25 structures with the same formula, charge and spin = 12.4 kcal per mole
SMILES string = NS(=O)(=O)C(=O)[O-]

=====

Record 2
ORCA calculation (ωB97M-V/def2-TZVPD) on C18H28N2O4S as an isolated structure in a non-equilibrium geometry.

Structure (ORCA input):
```
! wB97M-V def2-TZVPD RIJCOSX def2/J DEFGRID3
* xyz 0 1
C 8.49 0.61 -0.04
C 7.16 0.16 -0.41
H 7.01 -0.74 -0.02
H 6.91 0.08 -1.51
C 5.99 0.94 0.06
C 4.54 0.39 0.25
C 3.91 -0.02 -0.84
C 2.73 -0.46 -1.14
C 2.03 -0.66 0.08
C 2.69 -0.37 1.37
C 3.85 0.46 1.40
H 4.26 0.64 2.22
H 2.13 -0.69 2.18
S 0.48 -1.35 0.17
O -0.06 -1.53 1.34
O 0.45 -2.68 -0.51
N -0.31 -0.45 -0.76
C -1.48 -0.86 -1.52
H -1.01 -1.65 -2.08
C -2.73 -0.94 -0.63
N -3.09 0.30 -0.25
C -2.10 0.84 0.88
C -0.70 1.03 -0.04
H 0.08 1.21 0.74
H -0.83 1.88 -1.07
H -2.18 1.73 1.15
H -1.77 -0.16 1.53
C -4.34 0.53 0.41
C -4.77 -0.77 1.57
H -5.60 -0.54 2.02
H -3.90 -0.68 2.16
H -4.81 -1.73 0.84
C -5.40 0.44 -0.65
C -6.73 0.94 -0.23
O -6.84 1.80 0.68
O -7.72 0.86 -0.90
H -8.54 1.12 -0.82
H -5.68 -0.58 -0.77
H -5.07 1.03 -1.49
H -4.54 1.46 1.05
H -3.44 -1.41 -1.21
H -2.62 -1.67 0.26
H -1.73 -0.13 -2.38
H 2.22 -0.92 -1.91
H 4.41 0.33 -2.01
C 6.07 2.41 -0.51
H 5.80 2.24 -1.52
H 7.00 2.85 -0.35
H 5.16 3.19 -0.17
H 6.12 1.36 1.31
H 8.64 0.73 0.90
H 8.68 1.61 -0.63
H 9.32 -0.06 -0.63
*
```

HOMO-LUMO gap = 8.958 eV
HOMO energy = -0.317 Ha
Energy above the lowest of the compared OMol25 structures with the same formula, charge and spin = 358.4 kcal per mole

=====

Record 3
ORCA calculation (ωB97M-V/def2-TZVPD) on one molecule with the formula C5H8 in a non-equilibrium geometry.

Structure (ORCA input):
```
! wB97M-V def2-TZVPD RIJCOSX def2/J DEFGRID3
* xyz 0 1
C 0.66 0.82 -0.89
C -0.61 0.52 -1.22
C -1.16 -0.46 -0.16
C 0.02 -0.71 0.86
C 0.98 0.44 0.58
H 1.70 0.59 -1.13
H -1.24 0.77 -2.09
H -2.06 -0.09 0.37
H -1.42 -1.41 -0.69
H -0.34 -0.67 1.90
H 0.51 -1.70 0.72
H 0.72 1.35 1.13
H 2.09 0.32 0.76
*
```

HOMO-LUMO gap = 9.752 eV
HOMO energy = -0.319 Ha
Energy above the lowest of the compared OMol25 structures with the same formula, charge and spin = 48.1 kcal per mole
SMILES string = C1=CCCC1

=====

Among the records above, which one has the highest HOMO-LUMO gap? C5H8

=====

Which of these has the highest energy above the lowest of the compared OMol25 structures with the same formula, charge and spin? C18H28N2O4S

=====

Which of these has the lowest energy above the lowest of the compared OMol25 structures with the same formula, charge and spin? CH2NO4S

=====

Please write out number 2 again, unchanged.
ORCA calculation (ωB97M-V/def2-TZVPD) on C18H28N2O4S as an isolated structure in a non-equilibrium geometry.

Structure (ORCA input):
```
! wB97M-V def2-TZVPD RIJCOSX def2/J DEFGRID3
* xyz 0 1
C 8.49 0.61 -0.04
C 7.16 0.16 -0.41
H 7.01 -0.74 -0.02
H 6.91 0.08 -1.51
C 5.99 0.94 0.06
C 4.54 0.39 0.25
C 3.91 -0.02 -0.84
C 2.73 -0.46 -1.14
C 2.03 -0.66 0.08
C 2.69 -0.37 1.37
C 3.85 0.46 1.40
H 4.26 0.64 2.22
H 2.13 -0.69 2.18
S 0.48 -1.35 0.17
O -0.06 -1.53 1.34
O 0.45 -2.68 -0.51
N -0.31 -0.45 -0.76
C -1.48 -0.86 -1.52
H -1.01 -1.65 -2.08
C -2.73 -0.94 -0.63
N -3.09 0.30 -0.25
C -2.10 0.84 0.88
C -0.70 1.03 -0.04
H 0.08 1.21 0.74
H -0.83 1.88 -1.07
H -2.18 1.73 1.15
H -1.77 -0.16 1.53
C -4.34 0.53 0.41
C -4.77 -0.77 1.57
H -5.60 -0.54 2.02
H -3.90 -0.68 2.16
H -4.81 -1.73 0.84
C -5.40 0.44 -0.65
C -6.73 0.94 -0.23
O -6.84 1.80 0.68
O -7.72 0.86 -0.90
H -8.54 1.12 -0.82
H -5.68 -0.58 -0.77
H -5.07 1.03 -1.49
H -4.54 1.46 1.05
H -3.44 -1.41 -1.21
H -2.62 -1.67 0.26
H -1.73 -0.13 -2.38
H 2.22 -0.92 -1.91
H 4.41 0.33 -2.01
C 6.07 2.41 -0.51
H 5.80 2.24 -1.52
H 7.00 2.85 -0.35
H 5.16 3.19 -0.17
H 6.12 1.36 1.31
H 8.64 0.73 0.90
H 8.68 1.61 -0.63
H 9.32 -0.06 -0.63
*
```

HOMO-LUMO gap = 8.958 eV
HOMO energy = -0.317 Ha
Energy above the lowest of the compared OMol25 structures with the same formula, charge and spin = 358.4 kcal per mole